Formula: C22H40BO2PYb
Source: the OMol25 dataset
Level of theory: ωB97M-V with the def2-TZVPD basis set

Output
- total energy (Eh) = -2536.6387
- energy above the lowest of the compared OMol25 structures with the same formula, charge and spin (kcal per mole) = 111.93
- charge = +2

CARTESIAN COORDINATES (ANGSTROEM)
Yb: 1.326 -2.595 2.780
P: -1.264 -1.462 -0.562
O: -3.727 -4.467 0.167
O: -0.298 -4.195 -1.379
C: -1.252 2.326 -2.158
C: -0.468 4.362 -0.574
C: 3.544 -0.220 1.561
C: -0.842 -0.204 2.099
C: 3.717 -2.767 0.825
C: 2.454 -2.557 -0.114
C: -2.130 0.019 -1.380
C: 1.079 3.923 -0.672
C: 2.302 -0.013 0.617
C: 1.855 4.704 0.509
C: -2.256 -3.209 -2.881
C: -3.764 -3.252 2.294
C: -1.650 1.455 -0.837
C: 3.447 4.555 0.457
C: -0.696 -1.366 1.232
C: 1.707 -1.162 -0.254
C: -2.980 -3.425 0.876
C: 4.169 0.953 2.457
C: 4.291 -1.611 1.663
C: 0.473 -1.025 -1.275
C: -1.246 3.903 -1.896
C: -2.978 -2.023 0.099
B: -1.198 -3.091 -1.640
H: -2.298 4.374 -1.952
H: 3.611 1.946 2.359
H: -2.864 -2.240 -2.983
H: -0.125 0.677 2.015
H: -3.634 -4.273 2.819
H: 1.194 2.776 -0.602
H: 2.139 -3.470 -0.715
H: -2.504 2.010 -0.333
H: 5.212 -1.729 2.323
H: -0.676 4.374 -2.784
H: -2.107 2.125 -2.909
H: 1.427 4.283 1.493
H: 0.704 -1.763 -2.137
H: -0.986 4.032 0.385
H: -1.671 -0.111 2.886
H: 4.256 -3.782 0.875
H: 3.865 5.006 1.434
H: 5.236 1.143 2.057
H: 3.789 3.470 0.400
H: -3.272 -2.478 2.971
H: -1.754 -3.503 -3.859
H: -4.881 -3.101 2.132
H: 1.815 1.025 0.573
H: -1.914 -0.063 -2.508
H: -0.219 -2.289 1.737
H: -3.257 -0.035 -1.254
H: -0.303 1.941 -2.668
H: 1.532 5.806 0.409
H: 0.545 0.017 -1.749
H: -3.750 -2.116 -0.755
H: -0.463 5.516 -0.574
H: 0.439 -4.099 -2.019
H: 1.549 4.206 -1.688
H: -0.692 1.393 -0.219
H: -1.946 -3.826 1.156
H: 4.308 0.616 3.542
H: -3.010 -4.040 -2.601
H: 3.817 5.204 -0.410
H: -3.301 -5.335 0.314
H: -3.424 -1.241 0.821

Mulliken population analysis, charges in e, atoms 1 to 8: number 1, Yb, carries 1.241; number 2, P, carries 1.653; number 3, O, carries -0.553; number 4, O, carries -0.685; number 5, C, carries -0.597; number 6, C, carries -0.580; number 7, C, carries 0.435; number 8, C, carries -0.899

---

Formula: C24H66N6O6
Source: the OMol25 dataset
Level of theory: ωB97M-V with the def2-TZVPD basis set

Output
- total energy (Eh) = -1733.7198
- energy above the lowest of the compared OMol25 structures with the same formula, charge and spin (kcal per mole) = 110.65
- structure (SMILES) = COC[C@H](C)N.COC[C@H](C)N.COC[C@H](C)N.COC[C@H](C)N.COC[C@H](C)N.COC[C@H](C)N

CARTESIAN COORDINATES (ANGSTROEM)
O: -4.934 -3.024 -7.187
O: 2.895 -6.981 -0.202
O: -0.055 -1.090 -1.060
O: -1.376 2.034 11.873
O: 7.472 2.463 -2.004
O: -4.191 4.619 -0.799
N: -4.296 8.465 -0.750
N: 0.814 3.602 10.561
N: 4.497 -9.964 -1.408
N: -7.107 -5.757 -5.935
N: 8.149 4.739 -3.482
N: 0.026 1.858 -1.329
C: -0.129 2.922 8.429
C: -2.012 0.958 12.571
C: 7.863 3.665 -1.352
C: 3.633 -8.809 -1.470
C: 7.692 1.246 -1.239
C: -0.349 -0.176 -0.030
C: 2.577 -6.542 1.114
C: -6.652 -3.706 -4.796
C: 2.337 -9.233 -2.181
C: -6.676 -4.370 -6.167
C: -0.717 1.668 10.607
C: 7.660 4.930 -2.106
C: 6.146 5.253 -2.194
C: 0.621 1.900 1.004
C: -3.556 -2.788 -7.592
C: -4.354 7.209 -1.339
C: 0.530 1.027 -0.247
C: -1.022 -2.123 -1.163
C: 3.504 -8.213 -0.059
C: -0.337 2.958 9.986
C: -4.249 6.023 -0.320
C: -5.242 -4.341 -6.863
C: -4.927 4.246 -1.872
C: -3.301 7.144 -2.433
H: 5.625 4.357 -2.528
H: -0.149 1.284 -2.141
H: -6.433 -6.286 -5.400
H: 5.726 5.531 -1.227
H: -5.089 5.992 0.373
H: 0.375 2.001 8.136
H: 2.376 -9.204 -3.270
H: 4.509 -8.001 0.306
H: 7.332 3.641 -0.401
H: 8.683 0.913 -0.931
H: -2.041 1.069 13.655
H: -3.404 6.318 -3.136
H: 1.587 3.088 10.165
H: -5.296 -4.780 -7.859
H: 4.134 -8.031 -2.046
H: 3.044 -8.897 0.654
H: -0.991 -2.752 -0.274
H: 0.517 3.725 8.071
H: -0.740 -2.650 -2.074
H: 9.047 4.292 -3.596
H: -6.410 -2.646 -4.872
H: -3.332 6.138 0.258
H: -1.393 0.061 12.602
H: 3.534 -6.316 1.585
H: 0.107 1.074 11.004
H: 0.831 3.290 11.521
H: 2.030 -7.196 1.793
H: -4.349 4.008 -2.765
H: -4.809 8.491 0.120
H: -0.295 -0.609 0.969
H: -1.351 0.214 0.151
H: -3.379 -3.494 -8.403
H: -5.378 7.192 -1.712
H: 7.384 0.433 -1.897
H: -2.944 0.664 12.089
H: -4.435 -4.936 -6.435
H: -7.644 -3.779 -4.349
H: -0.339 2.057 1.496
H: -1.237 3.572 10.020
H: 7.024 1.040 -0.403
H: -0.813 2.352 -1.058
H: -5.796 -4.182 -4.319
H: 7.529 4.001 -3.783
H: -3.349 8.643 -0.450
H: -1.044 2.923 7.837
H: -8.011 -5.960 -5.535
H: -5.574 5.091 -2.108
H: 1.514 0.687 -0.571
H: 1.006 2.884 0.735
H: 2.038 -10.273 -2.046
H: -1.388 1.053 10.007
H: -2.844 -3.051 -6.810
H: 8.916 3.544 -1.101
H: 6.024 5.975 -3.002
H: -7.421 -3.969 -6.854
H: 1.529 -8.576 -1.860
H: 4.280 -10.508 -0.585
H: 1.273 1.441 1.747
H: -3.502 -1.741 -7.892
H: 8.153 5.808 -1.690
H: -2.013 -1.720 -1.374
H: -2.335 6.957 -1.965
H: -5.570 3.378 -1.727
H: -3.290 8.074 -3.001
H: 5.481 -9.754 -1.322
H: 1.848 -5.757 0.912

Mulliken population analysis, charges in e, atoms 1 to 8: number 1, O, carries -0.317; number 2, O, carries -0.297; number 3, O, carries -0.302; number 4, O, carries -0.335; number 5, O, carries -0.335; number 6, O, carries -0.361; number 7, N, carries -0.746; number 8, N, carries -0.728

---

Formula: H34O17
Source: the OMol25 dataset
Level of theory: ωB97M-V with the def2-TZVPD basis set

Output
- total energy (Eh) = -1299.4853
- energy above the lowest of the compared OMol25 structures with the same formula, charge and spin (kcal per mole) = 28.02

CARTESIAN COORDINATES (ANGSTROEM)
O: -1.139 3.220 -0.398
O: -1.389 -2.413 0.144
O: -1.253 -1.366 -2.405
O: 1.230 2.264 -2.344
O: -0.059 0.210 -0.357
O: 1.084 2.020 1.504
O: 0.100 -2.961 2.660
O: 0.782 -0.130 -3.625
O: 1.612 4.445 -0.306
O: 1.729 -1.217 1.388
O: -2.207 2.029 1.761
O: -0.417 0.055 3.045
O: 1.084 -3.374 -0.633
O: 2.324 -1.709 -2.187
O: -2.653 -1.130 2.143
O: -2.851 0.481 -0.329
O: 2.802 0.617 -0.939
H: -0.027 0.772 2.615
H: 2.357 -1.871 1.056
H: 0.022 1.009 0.148
H: -0.338 -2.506 3.329
H: -0.948 -1.640 -1.530
H: -3.273 0.129 -1.094
H: 1.862 -1.104 -2.736
H: 0.947 3.772 -0.318
H: 1.231 5.130 -0.855
H: 0.290 -3.230 -0.149
H: -1.933 0.368 -0.514
H: -1.547 2.871 0.371
H: 2.122 -0.782 2.138
H: 1.943 0.566 -0.520
H: 1.729 -3.730 0.018
H: -0.054 -0.333 -3.228
H: -1.333 2.697 -1.190
H: -1.896 -2.167 0.902
H: 0.852 1.630 -2.974
H: 0.575 -2.203 2.292
H: -1.824 -0.645 2.307
H: -3.043 -0.757 1.348
H: -2.842 1.636 1.170
H: 0.889 -0.889 -4.204
H: 1.680 1.656 -1.802
H: 1.743 -2.151 -1.557
H: -1.292 -2.216 -2.842
H: -2.001 -3.010 -0.328
H: 2.940 -0.280 -1.217
H: 2.037 2.023 1.534
H: 0.757 2.804 1.947
H: 0.308 -0.457 0.255
H: -0.515 0.338 3.910
H: -2.195 1.530 2.592

Mulliken population analysis, charges in e, atoms 1 to 8: number 1, O, carries -0.659; number 2, O, carries -0.582; number 3, O, carries -0.775; number 4, O, carries -0.670; number 5, O, carries 1.391; number 6, O, carries -0.617; number 7, O, carries -0.609; number 8, O, carries -0.860

---

Number 1: HOMO energy -0.5007 hartree, LUMO -0.303 Eh, frontier orbital gap 5.4 eV. Number 2: HOMO energy -0.3275 hartree, LUMO 0.020 Eh, frontier orbital gap 9.4 eV. Number 3: HOMO energy -0.3594 hartree, LUMO -0.013 Eh, frontier orbital gap 9.4 eV.